Run one
DFT (ωB97M-V/def2-TZVPD) results for a cluster of 5 separate species, H10O5 in total.

Atoms and positions in Å:
O  0.7583  0.1567  -3.2572
H  0.3383  0.4457  -4.0682
H  0.1323  0.4457  -2.6142
O  0.6773  0.8047  1.0288
H  1.3063  0.1137  1.0148
H  0.3983  1.0417  0.1748
O  -1.3047  0.0787  2.7418
H  -0.6947  0.6047  2.2348
H  -0.8417  -0.1133  3.6058
O  1.5653  -1.8143  0.7328
H  0.6243  -1.7383  0.4408
H  1.6313  -1.9693  1.6788
O  -1.1247  0.7297  -1.2752
H  -1.6107  -0.0373  -1.5282
H  -1.8547  1.2507  -0.9102

Values from the calculation:
HOMO-LUMO gap: 0.407 hartree
HOMO level: -10.841 eV

Atom charges from the Löwdin analysis, given in e for atoms 1 to 8: -0.0454, 0.0333, -0.0469, -0.0249, -0.0047, -0.0016, -0.0981, -0.0392

---

Run two
DFT (ωB97M-V/def2-TZVPD) results for a cluster of 5 separate species, H10O5 in total.

Atoms and positions in Å:
O  1.3774  2.0438  2.0335
H  1.4362  1.6802  1.1368
H  0.5675  1.6709  2.3931
O  -2.2261  -1.3883  0.3842
H  -1.4764  -1.6445  -0.1658
H  -1.9577  -0.5526  0.7784
O  1.2155  0.2052  -0.2636
H  1.2171  0.1222  -1.2227
H  1.1334  -0.7010  0.0683
O  0.5547  -2.7557  0.0101
H  1.2565  -2.9913  -0.6091
H  0.9150  -2.9440  0.8855
O  -1.4430  2.0795  -1.9777
H  -0.5798  2.3182  -1.6233
H  -1.9903  2.8573  -1.8278

Values from the calculation:
HOMO-LUMO gap: 0.410 hartree
HOMO level: -11.095 eV

Atom charges from the Löwdin analysis, given in e for atoms 1 to 8: -0.0716, -0.0099, 0.0247, -0.0608, 0.0007, 0.0266, -0.0534, 0.0524

---

Run three
DFT (ωB97M-V/def2-TZVPD) results for a cluster of 5 separate species, H10O5 in total.

Atoms and positions in Å:
O  0.3228  1.8081  1.0282
H  0.7347  2.6270  1.2761
H  0.6639  1.5846  0.1347
O  1.4483  1.3472  -1.4718
H  1.3016  1.9080  -2.2259
H  1.0606  0.4734  -1.7382
O  0.4044  -0.8967  -1.8408
H  1.1133  -1.5098  -2.1034
H  0.0104  -1.3111  -1.0290
O  -0.7344  -2.1137  0.3409
H  -1.6080  -2.4341  0.1345
H  -0.9297  -1.3373  0.9067
O  -1.4529  -0.0732  1.9967
H  -1.1938  -0.2545  2.8868
H  -0.7752  0.5692  1.6602

Values from the calculation:
HOMO-LUMO gap: 0.444 hartree
HOMO level: -11.214 eV

Atom charges from the Löwdin analysis, given in e for atoms 1 to 8: -0.0571, 0.0458, 0.0149, -0.0842, 0.0405, -0.0275, -0.0542, 0.0834

---

Run four
DFT (ωB97M-V/def2-TZVPD) results for a cluster of 5 separate species, H10O5 in total.

Atoms and positions in Å:
O  -2.1592  0.2799  1.1722
H  -2.5223  -0.5730  1.4318
H  -2.4546  0.8971  1.8510
O  1.5255  0.8472  -1.8472
H  0.7331  0.7457  -2.3836
H  1.8900  1.6960  -2.1163
O  -2.0512  1.5264  -1.4152
H  -2.0626  1.1147  -0.5331
H  -2.1180  0.7882  -2.0274
O  0.8244  -0.0126  0.8467
H  1.3472  0.1190  0.0420
H  -0.0326  0.3767  0.6397
O  2.7517  -2.6290  1.4075
H  2.1464  -2.0425  0.9372
H  2.1821  -3.1339  1.9947

Values from the calculation:
HOMO-LUMO gap: 0.411 hartree
HOMO level: -10.892 eV

Atom charges from the Löwdin analysis, given in e for atoms 1 to 8: -0.0365, 0.0698, 0.0725, -0.0436, 0.0413, 0.0550, -0.0697, -0.0148

---

Which structure above is the least stable one? run one is the least stable one.